Entry 1:
Below is a structure of composition C2H8NO3 at a distorted geometry, with properties calculated with the ωB97M-V functional and the def2-TZVPD basis.

ORCA input file:
```
! wB97M-V def2-TZVPD RIJCOSX def2/J DEFGRID3
* xyz 1 1
O -1.15 -1.16 0.95
O -1.28 0.92 0.07
O -1.44 -0.88 -1.28
N 1.40 0.91 0.51
C -0.94 -0.39 -0.09
C 1.07 -0.27 -0.33
H 2.26 0.83 0.91
H -1.07 -0.41 -2.15
H 1.71 -1.15 -0.04
H 0.70 0.70 1.18
H -1.98 1.02 0.74
H 1.21 -0.25 -1.35
H -1.87 -1.75 0.90
H 1.36 1.89 -0.02
*
```

Electronic energy = -9827.2785 eV
Orbital gap = 10.78 eV
Energy relative to the best compared isomer or geometry (same formula, charge and spin) = 73.6 kcal/mol

Entry 2:
Below is a structure of composition C28H49BrHgNO3P3 at a distorted geometry, with properties calculated with the ωB97M-V functional and the def2-TZVPD basis.

ORCA input file:
```
! wB97M-V def2-TZVPD RIJCOSX def2/J DEFGRID3
* xyz 2 1
Hg 0.26 0.28 -1.60
Br 0.96 2.87 -3.15
P -0.57 -2.05 -0.69
P -0.34 0.27 3.06
P 3.14 0.46 -1.74
O -0.68 1.74 2.40
O 0.91 -0.35 2.17
O 0.40 0.79 4.43
N -6.05 -1.69 3.24
C -0.99 -2.98 -2.22
C -2.22 3.10 -0.30
C -3.25 2.36 -0.91
C -4.48 0.12 3.20
C -4.81 0.41 1.86
C -0.98 3.24 -0.89
C -5.17 -0.90 3.87
C -1.85 2.05 -2.87
C 1.62 -3.84 -0.35
C 4.21 3.23 -1.71
C -6.33 -1.48 1.96
C -2.24 -2.07 0.12
C -3.10 1.97 -2.27
C 3.10 0.33 -3.60
C -4.20 1.54 1.20
C 3.40 2.16 -1.00
C 0.30 -3.37 0.25
C -1.80 -2.16 -3.22
C 4.33 0.74 -4.39
C 0.84 -0.09 5.48
C 2.24 -0.68 2.59
C -5.72 -0.46 1.20
C -0.77 2.59 -2.13
C -4.36 1.84 -0.12
C 4.61 -0.54 -1.27
C 0.20 2.85 2.60
C 6.02 0.06 -1.38
C -2.28 -2.38 1.61
H -2.82 -2.83 -0.43
H -3.96 1.51 -2.76
H -5.95 -0.35 0.15
H 4.56 -1.45 -1.89
H -1.75 -3.32 1.83
H -1.64 1.69 -3.88
H 2.85 -0.78 1.68
H 3.72 3.60 -2.62
H 5.23 2.92 -1.93
H -1.73 -2.61 -4.22
H 5.10 -0.03 -4.32
H 2.39 -3.05 -0.29
H 4.74 1.71 -4.07
H 2.67 0.10 3.23
H 6.23 0.47 -2.38
H 2.21 0.92 -3.91
H 0.47 -1.12 5.38
H -3.70 0.68 3.71
H 1.51 -4.15 -1.39
H 4.28 4.10 -1.04
H -7.02 -2.17 1.46
H 4.07 0.82 -5.46
H -1.84 -1.58 2.22
H -2.69 -1.09 -0.09
H -0.04 -3.33 -2.65
H 0.03 3.33 3.57
H -5.29 1.57 -0.63
H -0.40 -4.22 0.29
H 3.83 1.94 -0.01
H -0.17 3.80 -0.43
H -3.32 -2.52 1.93
H -2.42 3.49 0.70
H 1.93 -0.11 5.52
H 2.37 2.52 -0.83
H 1.99 -4.70 0.22
H -1.45 -1.12 -3.30
H 1.25 2.54 2.50
H -3.59 2.17 1.85
H -2.86 -2.14 -2.93
H 6.19 0.83 -0.63
H -0.04 3.56 1.81
H -1.56 -3.86 -1.88
H -4.95 -1.10 4.92
H 2.87 -0.73 -3.80
H 2.28 -1.65 3.11
H 4.42 -0.84 -0.22
H 0.45 -2.99 1.27
H 0.45 0.32 6.43
H 6.75 -0.74 -1.20
*
```

Electronic energy = -139532.1378 eV
Orbital gap = 5.59 eV

Entry 3:
Below is the molecule C6H10O at a distorted geometry, with properties calculated with the ωB97M-V functional and the def2-TZVPD basis.

ORCA input file:
```
! wB97M-V def2-TZVPD RIJCOSX def2/J DEFGRID3
* xyz 0 1
O -0.99 2.73 1.02
C 0.43 1.05 0.06
C 0.09 2.19 1.02
C -0.68 -0.01 0.13
C -0.64 -0.61 1.47
C 0.61 -1.32 -1.72
C -0.36 -1.31 -0.54
H 0.63 -0.32 -2.16
H -1.57 -0.64 2.03
H 0.20 -1.98 -2.51
H 1.64 -1.67 -1.55
H 0.27 -0.90 1.98
H 1.39 0.60 0.36
H -1.64 0.45 -0.12
H 0.90 2.50 1.71
H -0.82 -2.24 -0.23
H 0.56 1.46 -0.95
*
```

Electronic energy = -8427.4248 eV
Orbital gap (alpha / beta) = 8.26 / 8.55 eV
Energy relative to the best compared isomer or geometry (same formula, charge and spin) = 88.0 kcal/mol

Entry 4:
Below is a cluster of 2 separate species, C3H10N2S in total at a distorted geometry, with properties calculated with the ωB97M-V functional and the def2-TZVPD basis.

ORCA input file:
```
! wB97M-V def2-TZVPD RIJCOSX def2/J DEFGRID3
* xyz 0 1
S -3.68 0.39 0.27
N 0.92 0.20 0.35
N -0.27 0.58 -0.16
C -2.85 -1.21 -0.14
C 2.08 0.46 -0.14
C 3.35 0.01 0.54
H -2.34 -1.44 0.70
H 4.15 0.53 -0.14
H -2.25 -0.98 -0.95
H 3.36 -1.12 0.48
H 3.42 0.37 1.65
H -0.88 0.99 0.61
H 2.11 0.82 -1.18
H -0.29 1.33 -0.81
H -3.78 -1.85 -0.33
H -3.05 0.92 -0.76
*
```

Electronic energy = -17086.0791 eV
Orbital gap = 9.86 eV
Energy relative to the best compared isomer or geometry (same formula, charge and spin) = 58.2 kcal/mol
SMILES = C/C=N/N.CS